# 1
This record from OMol25 describes C41H42P2PbS as an isolated structure. The level of theory is the ωB97M-V functional and the def2-TZVPD basis.

```
87
Properties=species:S:1:pos:R:3:lowdin_charge:R:1
Pb -1.99 -0.04 -0.38 1.335
C 0.05 -3.83 -1.12 -0.084
C 1.18 -3.25 -0.70 -0.129
C 2.37 -3.14 -1.58 -0.181
C 2.08 -2.59 -3.02 -0.160
C 0.93 -1.64 -3.21 -0.129
C -0.29 -2.13 -3.39 -0.112
C -0.55 -3.61 -3.60 -0.175
C 0.01 -4.47 -2.49 -0.190
C -2.43 1.95 0.78 -0.389
H -0.77 -4.14 -0.45 0.098
H 1.37 -3.07 0.37 0.077
H 2.82 -4.13 -1.72 0.123
H 3.15 -2.56 -1.10 0.081
H 3.02 -2.19 -3.37 0.107
H 1.95 -3.48 -3.64 0.094
H 1.24 -0.65 -3.58 0.088
H -1.15 -1.54 -3.74 0.056
H -0.09 -3.94 -4.55 0.123
H -1.64 -3.72 -3.71 0.110
H -0.56 -5.39 -2.48 0.111
H 1.02 -4.79 -2.77 0.092
H -3.40 2.25 0.33 -0.036
H -1.68 2.73 0.52 -0.057
H -2.49 1.78 1.87 -0.041
P 0.71 -0.61 1.33 0.956
P -0.06 1.76 -1.54 0.970
C 1.56 -0.27 -0.27 -0.303
C 1.23 0.52 -1.38 -0.336
C 2.08 -0.88 2.56 -0.368
C 3.32 -1.45 2.21 -0.095
C 4.32 -1.59 3.18 -0.086
C 4.09 -1.16 4.48 -0.084
C 2.85 -0.62 4.86 -0.069
C 1.87 -0.46 3.89 -0.101
C -0.43 -2.22 1.50 -0.335
C -1.62 -2.48 0.71 -0.344
C -2.58 -3.41 1.15 -0.104
C -2.22 -4.35 2.12 -0.089
C -0.99 -4.23 2.78 -0.065
C -0.11 -3.17 2.49 -0.094
C 0.57 3.38 -2.06 -0.337
C 1.44 4.03 -1.14 -0.081
C 2.11 5.19 -1.56 -0.081
C 1.86 5.76 -2.81 -0.083
C 0.80 5.25 -3.57 -0.090
C 0.14 4.08 -3.21 -0.078
C -1.44 1.36 -2.72 -0.463
C -2.79 1.67 -2.31 -0.255
C -3.92 1.20 -2.98 -0.084
C -3.73 0.40 -4.10 -0.073
C -2.44 0.07 -4.54 -0.083
C -1.31 0.67 -3.93 -0.111
H 2.58 -0.69 -0.30 0.053
H 1.97 0.54 -2.21 0.072
H 3.49 -1.84 1.21 0.083
H 5.29 -2.01 2.90 0.103
H 4.89 -1.20 5.22 0.100
H 2.65 -0.32 5.88 0.109
H 0.90 -0.02 4.15 0.082
H -1.67 -2.26 -0.41 -0.016
H -3.56 -3.37 0.67 0.113
H -2.95 -5.11 2.38 0.102
H -0.73 -4.98 3.54 0.108
H 0.84 -3.14 3.03 0.107
H 1.59 3.58 -0.15 0.089
H 2.83 5.63 -0.88 0.105
H 2.44 6.62 -3.13 0.106
H 0.51 5.79 -4.47 0.101
H -0.68 3.70 -3.83 0.102
H -2.97 2.37 -1.50 0.065
H -4.92 1.47 -2.60 0.125
H -4.60 0.04 -4.65 0.109
H -2.33 -0.68 -5.34 0.122
H -0.31 0.51 -4.35 0.108
S 0.02 2.14 2.33 0.538
C -0.62 2.86 3.70 -0.775
C -0.34 4.23 3.93 -0.153
C -1.02 4.94 4.90 -0.121
C -1.94 4.28 5.74 -0.137
C -2.14 2.90 5.60 -0.125
C -1.47 2.19 4.61 -0.148
H 0.41 4.68 3.30 0.077
H -0.80 5.99 5.05 0.092
H -2.45 4.84 6.51 0.080
H -2.79 2.37 6.31 0.093
H -1.57 1.11 4.53 0.082
```

Its multiplicity is 1. As for the frontier orbital gap: 4.4 eV. The calculated total energy is -2860.90011 Eh. Its charge is 0.

---

# 2
This record from OMol25 describes C4H9FNPS as an isolated structure. The level of theory is the ωB97M-V functional and the def2-TZVPD basis.

```
17
Properties=species:S:1:pos:R:3:lowdin_charge:R:1
C -0.07 -2.00 2.22 -0.023
C -0.12 -1.69 0.91 -0.343
C 0.85 -0.10 -1.46 -0.177
C 0.17 1.92 -0.34 -0.225
N 0.38 0.58 -0.28 -0.400
F -1.28 0.68 1.57 -0.298
P -1.07 -0.33 0.26 0.967
S -1.72 1.85 -2.11 0.215
H 0.29 -2.86 2.61 0.020
H -0.56 -1.45 3.03 0.063
H 0.06 -2.55 0.28 0.067
H 1.66 0.32 -2.18 0.143
H 1.12 -1.11 -1.18 0.049
H -0.06 -0.35 -2.01 0.020
H -0.59 2.21 -1.30 -0.319
H -0.11 2.27 0.63 0.089
H 1.05 2.59 -0.67 0.152
```

Its multiplicity is 1. As for the frontier orbital gap: 7.1 eV. The calculated total energy is -1051.81930 Eh. Its charge is 0.

---

# 3
This record from OMol25 describes one molecule with the formula C20H22ClN3O6S. The level of theory is the ωB97M-V functional and the def2-TZVPD basis.

```
53
Properties=species:S:1:pos:R:3:lowdin_charge:R:1
C 2.15 0.51 -3.17 -0.003
N 2.84 0.41 -1.92 -0.080
C 3.77 -0.52 -1.66 -0.072
C 4.20 -0.39 -0.35 -0.067
C 3.48 0.66 0.21 -0.041
C 2.63 1.15 -0.78 -0.165
C 1.66 2.23 -0.70 -0.366
O 0.88 2.55 -1.57 0.084
N 1.69 2.89 0.54 0.189
C 0.83 3.83 1.05 -0.408
O 1.14 4.48 2.01 0.107
C -0.52 3.95 0.37 -0.059
O -1.09 2.66 0.22 0.006
C -2.07 2.54 -0.68 -0.470
O -2.57 3.45 -1.27 0.128
C -2.45 1.10 -0.82 -0.111
C -1.43 0.15 -0.90 0.003
C -1.74 -1.19 -1.01 -0.242
S -0.41 -2.39 -1.02 0.680
O -0.93 -3.62 -1.53 -0.273
O 0.72 -1.79 -1.68 -0.281
N 0.04 -2.66 0.55 -0.232
C -0.88 -3.38 1.39 -0.187
C -1.74 -2.45 2.24 -0.168
C -0.84 -1.50 3.04 -0.190
C 0.06 -0.72 2.09 -0.165
C 0.87 -1.69 1.22 -0.183
C -3.06 -1.61 -1.07 -0.047
C -4.08 -0.68 -1.01 -0.072
C -3.78 0.67 -0.88 -0.581
Cl -5.05 1.81 -0.77 0.769
H 2.86 0.36 -3.99 0.099
H 1.69 1.49 -3.27 0.086
H 1.38 -0.26 -3.22 0.079
H 4.08 -1.22 -2.41 0.131
H 4.94 -0.99 0.13 0.098
H 3.57 1.00 1.22 0.105
H 2.53 2.76 1.10 0.140
H -0.42 4.42 -0.62 0.142
H -1.17 4.58 1.00 0.149
H -0.40 0.46 -0.90 0.112
H -1.49 -4.00 0.73 0.113
H -0.29 -4.03 2.05 0.133
H -2.40 -1.86 1.60 0.101
H -2.36 -3.04 2.92 0.115
H -1.44 -0.82 3.64 0.112
H -0.22 -2.09 3.73 0.114
H 0.75 -0.09 2.65 0.115
H -0.55 -0.07 1.46 0.095
H 1.43 -1.16 0.45 0.090
H 1.58 -2.24 1.85 0.135
H -3.27 -2.67 -1.17 0.120
H -5.11 -0.99 -1.06 0.111
```

Its multiplicity is 1. As for the SMILES: Cn1cccc1C(=O)NC(=O)COC(=O)c1cc(S(=O)(=O)N2CCCCC2)ccc1Cl. As for the frontier orbital gap: 9.1 eV. The calculated total energy is -2249.46316 Eh. Its charge is 0.

---

# 4
This record from OMol25 describes an isolated ion of composition CH5BrN2P and charge +1. The level of theory is the ωB97M-V functional and the def2-TZVPD basis.

```
10
Properties=species:S:1:pos:R:3:lowdin_charge:R:1
N -0.49 -1.06 0.57 0.134
C -0.45 0.09 -0.03 -0.491
N -1.21 1.08 -0.03 0.163
P 1.49 0.55 -1.13 0.575
Br 3.00 0.07 0.53 0.181
H -1.32 -1.38 1.13 0.162
H 0.38 -1.65 0.55 0.126
H -2.07 1.17 0.56 0.174
H -1.00 1.92 -0.46 0.092
H 1.66 -0.79 -1.69 -0.117
```

Its multiplicity is 1. As for the SMILES: NC(=[NH2+])PBr. As for the frontier orbital gap: 9.7 eV. The calculated total energy is -3065.71553 Eh. Its charge is +1.

---

# 5
This record from OMol25 describes one molecule with the formula C22H24N4O5S. The level of theory is the ωB97M-V functional and the def2-TZVPD basis.

```
56
Properties=species:S:1:pos:R:3:lowdin_charge:R:1
C 5.04 -0.25 2.48 -0.077
O 4.35 -0.52 1.29 -0.113
C 3.20 0.18 1.01 -0.203
C 2.65 1.11 1.89 -0.005
C 1.48 1.77 1.59 -0.015
C 0.81 1.53 0.39 -0.128
C -0.42 2.31 0.15 -0.438
O -0.93 3.00 1.02 0.045
N -0.93 2.29 -1.11 0.103
C -2.11 3.05 -1.45 -0.069
C -3.25 2.16 -1.76 -0.309
N -4.41 2.07 -1.19 0.100
N -5.06 1.03 -1.76 0.051
C -4.26 0.54 -2.65 -0.694
S -4.48 -0.89 -3.60 1.006
C -2.71 -1.26 -3.91 -0.329
C -1.83 -1.04 -2.68 -0.556
O -0.77 -0.46 -2.78 0.062
N -2.34 -1.51 -1.53 0.123
C -1.71 -1.33 -0.26 -0.212
C -0.53 -1.99 0.02 0.018
C 0.07 -1.82 1.27 -0.259
C 1.30 -2.59 1.61 -0.032
C -0.52 -0.96 2.19 -0.006
C -1.70 -0.28 1.90 -0.258
C -2.29 0.68 2.87 -0.032
C -2.30 -0.48 0.66 0.024
O -3.10 1.22 -2.72 0.059
C 1.36 0.60 -0.49 0.060
C 2.54 -0.07 -0.20 -0.203
O 2.92 -0.97 -1.16 -0.075
C 4.26 -1.38 -1.27 -0.074
H 4.44 -0.49 3.36 0.096
H 5.37 0.80 2.52 0.099
H 5.92 -0.89 2.45 0.096
H 3.14 1.32 2.83 0.105
H 1.06 2.48 2.28 0.121
H -0.58 1.62 -1.79 0.112
H -1.90 3.70 -2.31 0.137
H -2.36 3.67 -0.58 0.134
H -2.69 -2.30 -4.22 0.090
H -2.35 -0.63 -4.73 0.091
H -3.28 -1.88 -1.53 0.129
H -0.08 -2.63 -0.72 0.132
H 1.03 -3.59 1.96 0.088
H 1.86 -2.10 2.40 0.076
H 1.94 -2.70 0.74 0.075
H -0.05 -0.82 3.15 0.122
H -1.95 0.48 3.89 0.079
H -3.38 0.65 2.84 0.084
H -1.98 1.69 2.60 0.068
H -3.22 0.03 0.43 0.117
H 0.89 0.34 -1.42 0.104
H 4.94 -0.52 -1.27 0.100
H 4.33 -1.89 -2.24 0.094
H 4.55 -2.07 -0.48 0.088
```

Its multiplicity is 1. As for the SMILES: COc1ccc(C(=O)NCc2nnc(SCC(=O)Nc3cc(C)cc(C)c3)o2)cc1OC. As for the frontier orbital gap: 8.6 eV. The calculated total energy is -1846.16780 Eh. Its charge is 0.

---

# 6
This record from OMol25 describes C19H20CaN3O8P2S2 as an isolated structure. The level of theory is the ωB97M-V functional and the def2-TZVPD basis.

```
55
Properties=species:S:1:pos:R:3:lowdin_charge:R:1
Ca -0.27 -0.67 0.23 1.242
O 1.09 -0.93 -1.63 -0.317
N 2.20 -1.44 -2.09 -0.222
C 3.35 -0.79 -1.82 -0.036
C 4.56 -1.22 -2.30 -0.083
C 4.59 -2.37 -3.08 -0.099
C 3.42 -3.04 -3.33 -0.115
C 2.17 -2.61 -2.82 -0.676
S 0.73 -3.49 -3.07 0.645
H 3.22 0.08 -1.20 0.129
H 5.45 -0.66 -2.05 0.097
H 5.52 -2.74 -3.48 0.097
H 3.40 -3.95 -3.91 0.090
C -1.83 -4.89 -0.21 -0.058
C -1.60 -3.39 0.03 -0.604
O -0.21 -3.07 -0.05 -0.231
P -2.07 -2.89 1.71 0.433
O -1.26 -3.80 2.74 -0.101
O -3.55 -3.39 1.88 -0.126
O -1.80 -1.44 1.92 -0.362
P -2.69 -2.38 -1.08 0.301
O -2.51 -3.04 -2.52 -0.158
O -4.08 -2.65 -0.58 -0.308
O -2.15 -0.98 -1.10 -0.421
H -1.34 -5.47 0.57 0.083
H -1.40 -5.15 -1.18 0.075
H -2.89 -5.12 -0.23 0.084
H 0.10 -3.20 -0.98 -0.024
H -0.39 -3.39 2.89 0.076
H -3.99 -3.18 0.99 0.051
H -1.64 -2.80 -2.90 -0.010
S 2.02 -1.29 2.08 0.484
C 1.45 0.12 2.86 -0.838
C 1.99 0.60 4.09 -0.125
C 1.47 1.73 4.68 -0.105
C 0.42 2.41 4.07 -0.110
C -0.06 1.90 2.88 -0.183
N 0.43 0.81 2.29 -0.069
H 2.80 0.04 4.53 0.087
H 1.89 2.09 5.61 0.096
H -0.02 3.29 4.51 0.084
H -0.88 2.39 2.37 0.095
N -0.18 1.91 -0.55 0.192
C -0.50 3.01 -0.65 -0.121
C -0.90 4.38 -0.77 -0.214
C -1.71 4.77 -1.84 -0.022
C -2.10 6.09 -1.96 -0.074
C -1.68 7.03 -1.03 -0.081
C -0.88 6.64 0.04 -0.076
C -0.49 5.32 0.17 -0.027
H -2.03 4.02 -2.56 0.125
H -2.73 6.39 -2.79 0.105
H -1.99 8.06 -1.13 0.103
H -0.56 7.37 0.77 0.105
H 0.14 5.00 0.99 0.119
```

Its multiplicity is 1. As for the frontier orbital gap: 6.4 eV. The calculated total energy is -3659.38835 Eh. Its charge is -1.